Entry from OMol25: C38H43Cl3N7NiS as an isolated structure (the ωB97M-V functional and the def2-TZVPD basis).

**Relative energy (zero: lowest compared OMol25 entry of this formula, charge and spin)**: 11.4 kcal per mole
**Charge**: +1
**Frontier orbital gap (alpha / beta)**: 6.9 / 6.8 eV
**Multiplicity**: 3
**E_tot**: -139976.76599 eV
**HOMO energy (alpha / beta)**: -9.702 / -9.683 eV
**E_LUMO (alpha / beta)**: -2.81 / -2.84 eV

Last column: Mulliken charge in e.
CARTESIAN COORDINATES (ANGSTROEM)
Ni 0.3414 0.3760 -0.1523  0.121
Cl -1.2218 -0.9661 -5.4731  -0.097
Cl 1.5934 -1.3392 -4.9540  -0.051
Cl 0.5712 1.2949 -5.5016  -0.068
S -1.3170 -1.5870 0.0599  0.015
N 1.3848 -0.7574 1.4085  1.209
N 0.8752 2.2465 0.8797  0.526
N -0.2198 0.1913 -2.2184  0.182
N -1.5285 1.7422 -0.1305  0.484
N 2.2188 0.1940 -0.9642  1.777
N -2.2175 -3.2992 -1.7305  -0.075
N 0.0602 -3.2976 -1.4532  0.303
C -1.4364 -4.1289 3.4228  -0.741
C -4.9597 0.4078 -0.5082  -1.068
C -4.2342 1.2621 -2.6288  -1.061
C 2.1758 2.4339 1.4866  -1.256
C -2.2037 -4.4189 -2.6774  -0.651
C -2.8110 1.4349 -0.7150  -1.413
C -3.0508 1.7287 -2.0585  1.456
C -3.5629 0.7029 1.5751  -1.150
C 3.6180 2.2355 3.3859  -0.975
C 0.2591 -4.4114 -2.3918  -0.532
C 3.2523 2.8158 0.6835  1.608
C 0.2256 -0.2625 -4.7513  0.869
C -1.3573 2.8863 0.3932  1.673
C 3.0479 3.3507 -0.7142  -1.569
C 0.2646 4.5236 1.5634  -2.324
C 0.3667 -4.9736 2.0789  -0.712
C 4.3694 -0.5203 -0.7522  -1.365
C 4.7154 2.4913 2.5787  -1.054
C -0.9836 -5.2805 -2.4161  -0.671
C 0.0145 3.1747 0.9620  1.266
C 3.1124 -0.4623 -0.1538  -0.531
C -0.8347 -5.1830 2.7493  -0.562
C 0.9912 -1.2771 2.7300  -1.385
C -0.0370 -0.0280 -3.3201  -0.740
C 2.6255 -0.8995 1.1086  -0.303
C 2.3298 2.2290 2.8625  1.830
C 0.3370 -2.6471 2.7204  0.480
C -2.1325 2.6281 -2.8553  -1.407
C -2.4039 3.9548 0.4756  -2.034
C 1.1480 2.1277 3.7998  -1.822
C -5.1726 0.5828 -1.8692  -1.020
C 0.9498 -3.7146 2.0730  -0.128
C 4.5241 2.8172 1.2472  -0.887
C -3.7823 0.8364 0.0890  1.535
C -0.8490 -2.8677 3.4077  -0.152
C -1.1339 -2.7785 -1.1431  -0.330
C 2.9076 0.5522 -2.0624  -1.061
C 4.2385 0.1266 -1.9852  -1.086
H -2.1747 2.3893 -3.9207  0.446
H -1.2903 -6.1673 2.7600  0.421
H 1.1192 -4.9865 -2.0565  0.403
H 0.8552 -5.7989 1.5708  0.466
H 0.2474 1.7723 3.3061  0.133
H -4.4283 1.4640 -3.6792  0.484
H -2.5649 4.2491 1.5162  0.451
H -0.4107 4.7072 2.4051  0.368
H 1.8862 -1.3566 3.3581  0.546
H 1.3671 1.4693 4.6414  0.562
H -1.0949 2.5687 -2.5281  -0.023
H -2.1984 -4.0469 -3.7027  0.250
H 3.3148 -1.3613 1.8201  0.489
H -1.0962 -5.7897 -1.4567  0.291
H 5.0066 0.2867 -2.7298  0.481
H -2.5972 0.2384 1.7966  0.088
H -6.0879 0.2244 -2.3301  0.463
H -3.3447 3.6115 0.0538  0.467
H -3.0865 -2.8494 -1.5000  0.199
H 0.3231 -0.5756 3.2145  0.015
H 5.7153 2.4816 2.9994  0.443
H 0.8514 -2.8743 -0.9971  -0.076
H 2.1051 3.0245 -1.1476  -0.062
H -3.5759 1.6850 2.0588  0.272
H 0.4761 -4.0401 -3.3912  0.222
H 5.3715 3.0910 0.6254  0.471
H 0.9231 3.1158 4.2148  0.363
H 5.2566 -0.9855 -0.3412  0.580
H 0.0688 5.3007 0.8182  0.510
H -0.8881 -6.0344 -3.1964  0.382
H -2.3650 -4.2885 3.9611  0.405
H 2.4469 1.1204 -2.8656  0.704
H -2.0789 4.8498 -0.0647  0.403
H 3.0472 4.4456 -0.6874  0.431
H 1.2903 4.6156 1.9088  0.471
H -4.3443 0.0943 2.0299  0.450
H -2.4508 3.6707 -2.7457  0.339
H 3.8533 3.0344 -1.3761  0.534
H 3.7539 2.0604 4.4491  0.482
H -5.7186 -0.0688 0.1045  0.435
H -1.3275 -2.0408 3.9276  0.360
H -3.1142 -4.9972 -2.5363  0.410
H 1.8910 -3.5568 1.5519  0.416

Forces on atoms 1 to 3 (eV/Å):
Ni 0.41 -0.37 0.57
Cl -0.21 -0.10 0.02
Cl 0.16 -0.18 0.16